No. 1
The following is a DFT calculation (ωB97M-V/def2-TZVPD) of 5 unconnected molecules or ions with the total composition C20H39N2O15.

Values from the calculation:
HOMO level: -12.231 eV
total charge: +1
gap between HOMO and LUMO: 9.4 eV

Last column: Löwdin charge in e.
Element x y z (Å)
N -1.282 -5.003 2.323  0.157
C -0.919 -4.694 3.477  -0.193
C -0.966 -3.291 4.100  -0.079
N -0.614 -2.220 3.100  -0.037
C -1.896 -1.630 2.575  -0.063
C -2.188 -0.321 3.282  -0.168
O -1.229 0.610 2.858  -0.086
C 0.111 0.246 3.182  -0.096
C 0.305 -1.190 3.710  -0.199
C 1.747 -1.704 3.593  -0.010
C 2.374 -1.410 2.260  -0.578
O 3.195 -0.588 2.172  0.166
O 1.944 -2.079 1.189  0.135
H -1.626 -4.155 1.856  0.045
H -0.558 -5.471 4.142  0.116
H -1.958 -3.101 4.494  0.139
H -0.293 -3.294 4.954  0.130
H -0.119 -2.707 2.345  0.158
H -2.715 -2.340 2.587  0.134
H -1.723 -1.404 1.524  0.157
H -3.142 0.026 2.897  0.147
H -2.296 -0.395 4.370  0.142
H 0.733 0.498 2.324  0.135
H 0.431 0.899 3.997  0.150
H 0.082 -1.164 4.771  0.152
H 2.359 -1.345 4.409  0.149
H 1.702 -2.793 3.705  0.137
H 2.647 -1.969 0.525  0.149
C 3.106 1.363 -1.086  -0.031
O 2.258 1.523 -2.221  0.008
C 2.111 0.411 -2.944  -0.611
O 2.615 -0.658 -2.701  0.118
O 1.308 0.686 -3.969  -0.030
C 1.056 -0.424 -4.838  -0.024
H 3.151 2.320 -0.572  0.095
H 2.696 0.620 -0.402  0.074
H 4.113 1.085 -1.394  0.107
H 0.562 -1.230 -4.298  0.099
H 1.981 -0.777 -5.289  0.103
H 0.394 -0.067 -5.623  0.098
C -0.821 2.632 -3.699  -0.038
O -0.915 3.506 -4.824  0.018
C -1.988 3.299 -5.588  -0.619
O -2.837 2.464 -5.402  0.118
O -1.957 4.173 -6.594  0.007
C -3.055 4.068 -7.503  -0.038
H 0.085 2.892 -3.160  0.088
H -1.677 2.768 -3.036  0.102
H -0.753 1.602 -4.021  0.075
H -3.997 4.256 -6.991  0.098
H -3.069 3.089 -7.977  0.097
H -2.909 4.828 -8.265  0.094
C 4.998 7.389 1.678  -0.034
O 4.339 6.127 1.538  0.004
C 5.026 5.093 2.023  -0.619
O 6.107 5.140 2.545  0.133
O 4.299 3.985 1.826  -0.010
C 4.917 2.789 2.300  -0.044
H 4.340 8.140 1.248  0.094
H 5.163 7.622 2.728  0.099
H 5.941 7.392 1.135  0.100
H 5.081 2.838 3.376  0.099
H 5.858 2.610 1.781  0.102
H 4.240 1.965 2.086  0.069
C -5.936 -4.844 1.186  -0.039
O -5.724 -5.063 -0.208  0.018
C -4.652 -4.458 -0.713  -0.618
O -3.875 -3.762 -0.100  0.083
O -4.584 -4.750 -2.005  0.021
C -3.476 -4.167 -2.696  -0.032
H -6.834 -5.390 1.461  0.098
H -5.097 -5.228 1.767  0.091
H -6.090 -3.785 1.390  0.095
H -2.534 -4.521 -2.279  0.096
H -3.527 -3.080 -2.656  0.098
H -3.545 -4.486 -3.732  0.098

---

No. 2
The following is a DFT calculation (ωB97M-V/def2-TZVPD) of a molecular structure, C20H39N4O5Ti.

Values from the calculation:
energy above the lowest of the compared OMol25 structures with the same formula, charge and spin: 348.2 kJ/mol
HOMO level: -3.202 eV
total charge: -1
gap between HOMO and LUMO: 5.8 eV

Last column: Löwdin charge in e.
Element x y z (Å)
Ti 0.780 -0.055 -0.643  1.004
C -0.636 -3.050 -2.509  -0.053
C -0.607 -2.920 -0.987  -0.305
C -1.964 -2.374 -0.427  -0.095
C -2.608 -1.009 -0.800  -0.540
C -3.708 -0.733 0.215  -0.079
C -3.196 -1.017 -2.218  -0.035
N -1.506 0.013 -0.701  -0.019
C -1.872 1.386 -1.151  -0.152
C -0.991 2.476 -0.572  -0.165
N 0.443 2.253 -0.707  -0.188
C 0.994 2.496 -2.052  -0.071
C 0.536 1.438 -3.099  -0.610
O 0.057 1.901 -4.119  0.045
O 0.581 0.205 -2.702  -0.117
C 1.151 2.902 0.444  -0.327
C 0.836 4.402 0.489  -0.050
C 0.823 2.293 1.841  -0.085
C 1.257 0.917 2.446  -0.522
C 2.779 0.863 2.630  -0.043
C 0.643 0.913 3.862  -0.076
N 0.678 -0.264 1.733  -0.089
C 1.384 -1.533 1.887  -0.197
C 0.759 -2.578 0.981  -0.155
N 0.659 -2.260 -0.474  -0.172
C 1.879 -2.796 -1.172  -0.093
C 3.267 -2.086 -0.969  -0.689
O 4.216 -2.874 -0.885  -0.028
O 3.253 -0.832 -0.960  -0.051
H -1.626 -3.390 -2.813  0.082
H 0.088 -3.777 -2.869  0.077
H -0.431 -2.100 -3.009  0.073
H -0.572 -3.933 -0.563  0.144
H -1.950 -2.413 0.664  0.073
H -2.684 -3.130 -0.757  0.121
H -4.436 -1.548 0.193  0.087
H -4.243 0.188 -0.028  0.070
H -3.261 -0.654 1.213  -0.023
H -3.867 -1.870 -2.328  0.088
H -2.431 -1.080 -2.994  0.081
H -3.781 -0.113 -2.398  0.081
H -1.776 -0.752 2.621  -0.078
H -1.029 -0.434 -1.489  0.042
H -2.871 1.625 -0.781  0.119
H -1.915 1.409 -2.242  0.119
H -1.203 2.502 0.492  0.111
H -1.334 3.431 -0.998  0.135
H 2.085 2.443 -2.004  0.140
H 0.703 3.487 -2.410  0.121
H 2.213 2.789 0.248  0.138
H -0.211 4.600 0.731  0.076
H 1.064 4.880 -0.466  0.077
H 1.444 4.883 1.255  0.080
H -0.255 2.375 2.018  0.108
H 1.255 3.018 2.539  0.113
H 3.087 1.770 3.157  0.085
H 3.324 0.790 1.694  0.079
H 3.058 0.021 3.266  0.081
H 0.987 1.774 4.443  0.078
H 0.942 0.007 4.393  0.078
H -0.446 0.916 3.808  0.030
H -0.340 -0.370 2.031  -0.048
H 1.270 -1.955 2.898  0.123
H 2.448 -1.399 1.698  0.113
H -0.253 -2.671 1.374  0.084
H 1.268 -3.540 1.091  0.133
H 1.716 -2.736 -2.245  0.108
H 2.090 -3.825 -0.867  0.119
O 1.984 0.708 0.054  -0.357

---

No. 3
The following is a DFT calculation (ωB97M-V/def2-TZVPD) of 3 unconnected molecules or ions with the total composition C20H39NO10S3.

Values from the calculation:
HOMO level: -9.441 eV
gap between HOMO and LUMO: 9.8 eV

Last column: Löwdin charge in e.
Element x y z (Å)
C -0.024 -4.310 0.670  0.108
C -0.350 -3.182 0.439  -0.134
C -0.815 -1.848 0.015  -0.091
C -1.034 -1.775 -1.534  -0.391
O -0.078 -0.895 -2.087  -0.077
C 1.227 -1.467 -2.127  -0.221
C 1.756 -1.514 -3.564  -0.215
C 0.965 -2.563 -4.369  -0.103
O -2.280 -1.229 -1.820  -0.043
C -3.288 -2.232 -1.841  -0.137
C -4.584 -1.593 -2.308  -0.283
C -5.764 -2.578 -2.451  -0.093
C -5.504 -3.809 -3.331  -0.413
C -4.722 -4.952 -2.650  -0.037
O -4.916 -3.471 -4.592  -0.036
O -4.932 -0.628 -1.296  -0.085
C -5.343 0.602 -1.807  -0.215
N -6.771 0.614 -2.266  0.078
C -7.577 0.179 -1.471  -0.781
S -8.666 -0.684 -0.712  0.718
H 0.099 -5.365 0.774  0.025
H -0.040 -1.116 0.269  0.108
H -1.710 -1.557 0.571  0.129
H -0.871 -2.771 -1.976  0.147
H 1.896 -0.848 -1.512  0.121
H 1.276 -2.480 -1.706  0.122
H 1.631 -0.529 -4.026  0.110
H 2.820 -1.771 -3.547  0.108
H -0.096 -2.289 -4.313  0.070
H 1.099 -3.567 -3.952  0.075
H 1.254 -2.577 -5.424  0.068
H -2.948 -3.017 -2.531  0.131
H -3.455 -2.693 -0.854  0.144
H -4.362 -1.095 -3.262  0.152
H -6.572 -2.011 -2.935  0.111
H -6.134 -2.828 -1.453  0.129
H -6.496 -4.229 -3.566  0.133
H -3.971 -5.298 -3.368  0.087
H -4.265 -4.661 -1.704  0.065
H -5.378 -5.801 -2.441  0.077
H -5.181 -2.563 -4.785  0.087
H -5.185 1.341 -1.016  0.134
H -4.734 0.923 -2.658  0.126
C 5.338 -0.295 3.474  -0.072
C 4.347 0.674 4.091  -0.254
O 3.493 1.282 3.108  -0.273
S 2.297 0.407 2.509  0.566
C 1.434 1.727 1.727  -0.115
O 1.509 -0.101 3.591  -0.272
O 2.818 -0.467 1.499  -0.285
H 4.832 -1.167 3.060  0.071
H 6.048 -0.640 4.226  0.081
H 5.885 0.182 2.660  0.082
H 3.745 0.190 4.862  0.117
H 4.882 1.496 4.566  0.119
H 1.075 2.412 2.489  0.072
H 0.597 1.296 1.179  0.068
H 2.111 2.229 1.040  0.077
C 5.782 4.436 2.296  -0.068
C 5.734 5.398 3.468  -0.251
O 4.593 6.276 3.411  -0.261
S 3.172 5.668 3.806  0.573
C 2.302 7.195 3.931  -0.120
O 3.271 5.067 5.102  -0.271
O 2.658 4.930 2.693  -0.278
H 4.959 3.722 2.336  0.059
H 6.718 3.876 2.306  0.083
H 5.700 4.976 1.352  0.086
H 5.746 4.865 4.420  0.113
H 6.608 6.048 3.449  0.121
H 2.718 7.772 4.752  0.075
H 1.258 6.957 4.124  0.078
H 2.396 7.729 2.989  0.075

---

No. 4
The following is a DFT calculation (ωB97M-V/def2-TZVPD) of a molecular structure, C20H3Cl7F8IrO6S.

Values from the calculation:
energy above the lowest of the compared OMol25 structures with the same formula, charge and spin: 74.6 kJ/mol
HOMO level (spin up / spin down): -5.700 / -5.701 eV
total charge: -1
gap between HOMO and LUMO (spin up / spin down): 7.0 / 7.0 eV

Last column: Löwdin charge in e.
Element x y z (Å)
Ir -0.807 -0.127 0.225  1.468
Cl -1.898 3.239 0.556  0.748
C -3.073 2.001 0.242  -0.643
C -2.724 0.655 0.072  -0.295
C -3.803 -0.238 -0.083  -0.678
Cl -3.511 -1.931 -0.221  0.739
C -5.132 0.179 -0.114  -0.708
Cl -6.411 -0.965 -0.293  0.660
C -5.430 1.530 -0.005  -0.714
Cl -7.068 2.067 -0.093  0.656
C -4.402 2.437 0.180  -0.702
Cl -4.781 4.116 0.321  0.659
Cl 5.831 3.188 0.130  0.629
C 4.467 2.100 0.089  -0.669
C 4.684 0.722 0.293  -0.117
C 3.640 -0.155 0.257  -0.562
Cl 3.917 -1.850 0.478  0.723
C 2.290 0.277 0.039  -0.369
O 1.336 -0.552 0.041  -0.147
C 2.129 1.666 -0.217  -0.133
C 0.860 2.163 -0.605  -0.200
O -0.147 1.512 -0.932  -0.158
C 3.216 2.564 -0.164  -0.064
H 5.685 0.355 0.473  0.105
H 0.764 3.257 -0.643  0.128
H 3.046 3.617 -0.356  0.117
F -1.085 -0.335 5.321  0.144
C -0.221 0.024 4.375  -0.678
F 0.490 -1.042 4.018  0.149
F 0.608 0.940 4.878  0.139
S -1.118 0.706 2.927  0.522
O -1.736 -0.501 2.336  -0.360
O -2.005 1.687 3.461  -0.249
O -0.051 1.190 2.032  -0.361
F 2.763 -3.752 -4.353  0.099
C 1.924 -3.313 -3.401  -0.154
C 1.712 -4.052 -2.256  -0.150
F 2.352 -5.220 -2.096  0.106
C 0.847 -3.601 -1.279  -0.149
F 0.685 -4.345 -0.177  0.111
C 0.142 -2.404 -1.400  -0.280
O -0.687 -2.029 -0.446  -0.261
C 0.356 -1.701 -2.588  -0.149
F -0.312 -0.553 -2.792  0.087
C 1.238 -2.126 -3.559  -0.145
F 1.420 -1.398 -4.670  0.108

---

| no. | strongest force on any atom (hartree/bohr) |
| --- | --- |
| 1 | 0.07144 |
| 2 | 0.07552 |
| 3 | 0.03572 |
| 4 | 0.05025 |